<w>
This record from the Open Molecules 2025 dataset describes a cluster of 2 separate species, C2H4FNO in total. The level of theory is wB97M-V/def2-TZVPD.

Calculated values
structure (SMILES)	C=C=O.NF
LUMO level	0.600	eV
gap between HOMO and LUMO	10.333	eV

Structure (ORCA input):
```
! wB97M-V def2-TZVPD RIJCOSX def2/J DEFGRID3
* xyz 0 1
C 0.71 1.38 -0.75
C 1.49 1.16 0.26
N -1.49 -1.53 0.51
O -0.05 1.56 -1.58
F -1.13 -2.71 -0.08
H -0.63 -0.99 0.59
H 1.46 2.01 0.88
H 1.85 0.16 0.24
H -2.20 -1.04 -0.07
*
```


<x>
This record from the Open Molecules 2025 dataset describes a cluster of 2 separate species, C2H4FNO in total. The level of theory is wB97M-V/def2-TZVPD.

Calculated values
LUMO level	0.905	eV
gap between HOMO and LUMO	10.769	eV

Structure (ORCA input):
```
! wB97M-V def2-TZVPD RIJCOSX def2/J DEFGRID3
* xyz 0 1
C -1.93 -0.20 0.57
C 1.34 0.55 -0.21
N 1.23 -0.52 0.34
O -1.47 -0.49 -0.59
F -3.11 0.38 0.20
H 0.81 0.71 -1.17
H 1.97 1.33 0.21
H -0.50 -1.00 -0.57
H 1.66 -0.77 1.22
*
```


Of them, <x> has the highest stability.


<w>
This record from the Open Molecules 2025 dataset describes the ion C5H7BrIN2 with charge +1. The level of theory is wB97M-V/def2-TZVPD.

Calculated values
structure (SMILES)	[NH3+][C@@H]1N=CC(Br)=C[C@H]1I
LUMO level	-4.652	eV
gap between HOMO and LUMO	8.478	eV

Structure (ORCA input):
```
! wB97M-V def2-TZVPD RIJCOSX def2/J DEFGRID3
* xyz 1 1
C 1.03 -1.26 -0.55
C 1.59 0.81 0.54
C 1.95 -0.48 0.03
C -0.39 -0.83 -0.56
C -0.66 0.26 0.56
N 0.41 1.18 0.75
N -1.76 1.14 0.07
Br 3.85 -0.87 0.03
I -1.62 -2.68 -0.03
H 1.23 -2.24 -1.03
H 2.29 1.64 0.71
H -0.77 -0.34 -1.54
H -0.93 -0.18 1.46
H -2.55 1.61 0.62
H -2.27 0.40 -0.52
H -1.41 1.82 -0.54
*
```


<x>
This record from the Open Molecules 2025 dataset describes the ion C5H7BrIN2 with charge +1. The level of theory is wB97M-V/def2-TZVPD.

Calculated values
LUMO level (alpha / beta)	-5.244 / -4.553	eV
gap between HOMO and LUMO (alpha / beta)	6.993 / 7.731	eV

Structure (ORCA input):
```
! wB97M-V def2-TZVPD RIJCOSX def2/J DEFGRID3
* xyz 1 1
C -1.55 0.25 -1.39
C -0.46 0.99 -1.40
C -1.29 -1.10 0.67
C -2.25 -0.38 -0.20
C 0.36 0.56 1.02
N -0.12 -0.61 1.06
N 1.88 0.42 1.25
Br -3.45 0.89 0.74
I -0.22 2.65 1.40
H -2.09 0.08 -2.30
H 0.31 1.54 -1.95
H -1.33 -2.14 0.79
H -2.81 -1.18 -0.74
H 2.02 -0.46 0.83
H 2.03 0.41 2.17
H 2.22 1.29 0.72
*
```


Of them, <w> has the highest stability.


<w>
This record from the Open Molecules 2025 dataset describes the molecule C24H34N2O3. The level of theory is wB97M-V/def2-TZVPD.

Calculated values
structure (SMILES)	CCCCN(CCCC)C[C@H](O)COc1ccccc1C(=O)Nc1ccccc1
LUMO level	0.761	eV
gap between HOMO and LUMO	9.192	eV

Structure (ORCA input):
```
! wB97M-V def2-TZVPD RIJCOSX def2/J DEFGRID3
* xyz 0 1
C 0.88 -3.23 0.31
C 0.39 -3.32 -1.13
C 0.34 -1.96 -1.83
C -0.76 -1.05 -1.27
N -0.86 0.17 -2.05
C -0.95 1.41 -1.30
H -0.89 1.19 -0.23
C 0.24 2.34 -1.68
O 1.22 1.64 -2.39
H 0.83 0.75 -2.53
C 0.84 2.99 -0.42
O 1.03 2.09 0.65
C 2.04 1.18 0.64
C 3.15 1.21 -0.20
C 4.16 0.28 -0.04
C 4.10 -0.68 0.95
C 2.99 -0.73 1.78
C 1.96 0.19 1.63
C 0.71 0.06 2.45
O -0.39 -0.03 1.95
N 0.97 0.03 3.78
C 0.09 -0.10 4.86
C -1.28 -0.27 4.69
C -2.10 -0.40 5.80
C -1.57 -0.36 7.08
C -0.20 -0.19 7.25
C 0.62 -0.06 6.14
H 1.69 0.07 6.28
H 0.22 -0.16 8.24
H -2.21 -0.46 7.94
H -3.16 -0.53 5.66
H -1.70 -0.29 3.70
H 1.94 0.15 4.05
H 2.91 -1.49 2.54
H 4.89 -1.40 1.07
H 5.01 0.31 -0.70
H 3.22 1.93 -1.00
H 0.14 3.73 -0.03
H 1.78 3.49 -0.69
H -0.12 3.17 -2.32
H -1.90 1.92 -1.48
C -1.81 0.07 -3.15
C -1.53 1.10 -4.25
C -2.32 0.82 -5.53
C -3.82 0.98 -5.36
H -4.32 0.85 -6.32
H -4.06 1.97 -4.98
H -4.22 0.24 -4.67
H -2.10 -0.20 -5.87
H -1.97 1.51 -6.30
H -1.78 2.10 -3.89
H -0.47 1.09 -4.48
H -2.84 0.17 -2.79
H -1.70 -0.93 -3.58
H -1.72 -1.59 -1.26
H -0.52 -0.80 -0.24
H 1.30 -1.46 -1.72
H 0.16 -2.12 -2.90
H 1.06 -3.98 -1.69
H -0.60 -3.78 -1.16
H 0.93 -4.22 0.75
H 1.87 -2.78 0.34
H 0.20 -2.63 0.91
*
```


<x>
This record from the Open Molecules 2025 dataset describes a structure of composition C24H34N2O3. The level of theory is wB97M-V/def2-TZVPD.

Calculated values
LUMO level	0.314	eV
gap between HOMO and LUMO	8.313	eV

Structure (ORCA input):
```
! wB97M-V def2-TZVPD RIJCOSX def2/J DEFGRID3
* xyz 0 1
O -0.09 -4.39 4.53
C 0.44 -3.03 4.04
C 2.03 -3.23 3.79
O 2.62 -2.05 3.52
C 2.52 -1.51 2.35
C 3.05 -0.50 2.03
C 2.92 -0.08 0.79
C 2.58 -0.60 -0.35
C 2.03 -1.88 -0.04
C 1.91 -2.39 1.21
H 1.65 -3.53 1.30
H 1.64 -2.52 -0.83
C 2.35 0.07 -1.65
N 1.22 0.61 -2.13
C 1.12 1.95 -1.19
C -0.18 2.58 -1.72
N -1.48 1.96 -1.73
C -2.58 2.64 -2.07
H -2.24 3.49 -3.06
C -3.08 3.32 -0.92
H -3.80 4.12 -1.18
H -2.27 3.89 -0.49
C -3.50 2.41 0.13
C -2.48 1.56 0.86
C -1.19 2.51 1.53
C -0.46 1.75 2.16
C -0.52 0.41 2.28
C -1.26 -0.37 1.32
C -2.44 0.25 0.87
H -3.21 -0.20 0.23
H -1.24 -1.43 1.31
H 0.47 -0.12 2.73
H 0.31 2.23 2.75
H -1.55 3.54 1.78
H -4.08 3.12 1.03
H -4.18 1.72 -0.38
H -3.18 2.16 -2.48
C -1.34 0.49 -2.64
C 0.00 -0.15 -2.01
H -0.22 -0.57 -0.97
H -0.06 -1.07 -2.61
C -0.99 0.66 -4.08
H 0.12 0.81 -4.21
H -1.36 1.95 -4.26
C -1.57 -0.08 -4.94
O -1.40 -1.28 -4.91
H -1.60 -1.60 -3.92
H -1.69 0.28 -6.05
H -2.67 0.10 -4.87
H -2.04 0.00 -2.41
H 0.21 3.10 -2.82
H -0.21 3.58 -1.16
H 0.85 1.74 -0.34
H 1.82 2.43 -1.28
H 3.08 0.57 -2.00
H 2.35 -1.08 -2.63
H 3.54 1.07 0.53
H 3.58 0.00 2.79
H 2.51 -3.57 4.84
H 1.95 -4.26 3.13
H 0.32 -2.20 4.90
H -0.04 -2.84 3.15
H -0.93 -4.18 4.73
*
```


Of them, <w> has the highest stability.


<w>
This record from the Open Molecules 2025 dataset describes a cluster of 20 separate species, H39O20 in total. The level of theory is wB97M-V/def2-TZVPD.

Calculated values
LUMO level	1.795	eV
gap between HOMO and LUMO	10.216	eV

Structure (ORCA input):
```
! wB97M-V def2-TZVPD RIJCOSX def2/J DEFGRID3
* xyz -1 1
O -2.91 2.70 -1.71
H 1.54 -3.23 -0.36
O 1.72 -0.38 -5.20
H 1.75 0.59 -5.12
H 1.43 -0.30 -4.26
O -0.89 -2.68 -1.21
H 3.15 -2.19 -0.31
H -0.05 -2.05 -1.41
O -2.78 -4.66 -0.36
H -2.16 -3.93 -0.47
H 2.75 3.04 3.90
O 3.70 3.17 3.81
H 1.91 -2.29 -2.64
H -0.91 -2.81 -2.16
O -1.63 3.52 3.55
H -3.26 2.28 -2.49
H -2.26 2.20 -1.22
O 1.78 1.79 1.11
H -0.47 2.21 0.65
H 2.53 1.34 1.50
O -4.38 0.44 1.13
H 1.50 1.12 0.33
H -0.48 -1.91 2.05
O -2.73 -1.95 1.18
H -2.25 -2.32 0.41
H -3.64 -1.81 0.81
O 1.30 -4.00 0.25
H 0.35 -3.93 0.26
H 0.98 0.75 -1.96
O 1.54 -2.18 -1.76
H -2.35 -5.43 -0.72
H 1.69 -1.13 -1.73
O 0.53 -0.14 3.61
H 3.64 3.95 3.25
H -0.73 3.24 3.61
O 1.01 1.10 -2.93
H 0.52 1.92 -2.70
H -3.83 0.41 1.95
O 3.55 -2.50 0.50
H -4.73 -0.44 1.01
H 3.24 -3.46 0.47
O 4.28 2.32 -0.17
H 3.96 2.15 -1.07
H 3.52 2.01 0.35
O -5.20 0.36 -1.66
H -4.31 0.08 -1.92
H 0.42 -0.61 2.79
O -0.59 -2.64 2.68
H -5.02 0.77 -0.82
H -1.43 -3.02 2.43
O 1.29 0.11 -0.60
H -2.10 2.78 3.17
H 1.11 0.62 3.45
O 1.47 4.65 -0.98
H 0.81 3.92 -0.94
H 2.22 4.07 -0.77
O -0.66 1.89 -0.25
H -0.20 0.95 -0.22
H 0.73 -0.48 -0.09
*
```


<x>
This record from the Open Molecules 2025 dataset describes a cluster of 20 separate species, H39O20 in total. The level of theory is wB97M-V/def2-TZVPD.

Calculated values
LUMO level	2.132	eV
gap between HOMO and LUMO	10.311	eV

Structure (ORCA input):
```
! wB97M-V def2-TZVPD RIJCOSX def2/J DEFGRID3
* xyz -1 1
O -2.31 -0.50 0.07
H -2.90 -0.82 -0.69
O -0.68 -2.33 0.72
H -1.86 -1.25 0.33
H -1.05 -3.23 0.76
O -1.00 -2.30 -1.88
H -1.25 -1.32 -1.91
H -0.92 -2.34 -0.76
O -1.71 1.60 -1.52
H -0.86 1.70 -1.76
H -1.75 0.74 -1.26
O 0.93 0.86 1.86
H 0.46 0.00 2.01
H 0.82 1.13 2.77
O 4.98 2.42 -0.29
H 5.29 2.11 0.52
H 4.04 2.05 -0.42
O 1.04 4.76 2.22
H 0.23 4.69 1.83
H 1.73 4.94 1.48
O 1.48 -2.32 -0.78
H 1.06 -2.26 -1.65
H 0.75 -2.34 -0.12
O 2.68 -0.12 -0.22
H 2.40 -0.79 -0.73
H 2.22 -0.20 0.59
O -0.02 -2.42 -4.36
H 0.44 -3.33 -4.56
H -0.29 -2.51 -3.41
O 0.97 -0.09 5.03
H -0.03 -0.01 4.90
H 1.27 -0.69 4.22
O -0.38 -1.09 2.95
H -1.23 -0.64 3.07
H -0.68 -1.73 2.37
O -0.66 3.83 -0.08
H -0.09 3.15 -0.49
H -1.36 3.43 0.33
O -3.37 2.41 -3.23
H -2.95 1.66 -2.76
H -3.11 3.05 -2.62
O -1.83 -0.51 -4.76
H -1.17 -0.02 -5.03
H -1.57 -1.40 -4.94
O 4.12 -3.22 -0.98
H 4.61 -2.77 -0.43
H 3.18 -3.01 -1.18
O 0.35 -3.92 2.68
H -0.38 -3.77 2.06
H 1.10 -3.42 2.49
O 0.72 0.53 -2.27
H 1.64 1.03 -2.12
H 0.93 -0.08 -3.01
O -3.61 2.44 3.65
H -3.08 3.06 3.13
H -3.24 1.64 3.39
O -1.65 1.41 1.82
H -1.82 0.73 1.16
H -0.67 1.35 1.81
*
```


Of them, <w> has the highest stability.


<w>
This record from the Open Molecules 2025 dataset describes the molecule C3H3Br. The level of theory is wB97M-V/def2-TZVPD.

Calculated values
structure (SMILES)	CC#CBr
LUMO level	0.661	eV
gap between HOMO and LUMO	9.768	eV

Structure (ORCA input):
```
! wB97M-V def2-TZVPD RIJCOSX def2/J DEFGRID3
* xyz 0 1
C 1.63 0.06 -0.69
C 2.81 0.44 -0.98
C 0.40 -0.16 -0.13
Br 4.42 -0.01 -1.61
H 0.20 0.80 0.32
H 0.55 -0.80 0.69
H -0.42 -0.45 -0.75
*
```


<x>
This record from the Open Molecules 2025 dataset describes a cluster of 2 separate species, C3H3Br in total. The level of theory is wB97M-V/def2-TZVPD.

Calculated values
LUMO level (alpha / beta)	-2.736 / -3.300	eV
gap between HOMO and LUMO (alpha / beta)	6.441 / 5.262	eV

Structure (ORCA input):
```
! wB97M-V def2-TZVPD RIJCOSX def2/J DEFGRID3
* xyz 0 1
C 0.10 0.94 -0.82
C -0.40 -0.05 -1.43
C -0.05 -0.64 -0.10
Br -0.55 -1.51 -4.34
H 0.78 1.69 -0.53
H 0.96 -0.96 0.03
H -0.73 -1.01 0.58
*
```


Of them, <w> has the highest stability.


<w>
This record from the Open Molecules 2025 dataset describes the molecule C3H3NO3. The level of theory is wB97M-V/def2-TZVPD.

Calculated values
structure (SMILES)	O=C1C=NOCO1
LUMO level	-0.322	eV
gap between HOMO and LUMO	10.150	eV

Structure (ORCA input):
```
! wB97M-V def2-TZVPD RIJCOSX def2/J DEFGRID3
* xyz 0 1
C -0.66 -0.13 -0.88
C -0.30 0.19 1.27
C 0.79 -0.33 -0.96
H -0.65 0.47 2.39
H -0.45 -1.03 1.27
H 1.07 -0.50 -2.15
N 1.59 0.32 -0.11
O -1.26 -0.39 -1.93
O -1.11 0.78 0.17
O 0.99 0.63 0.95
*
```


<x>
This record from the Open Molecules 2025 dataset describes the molecule C3H3NO3. The level of theory is wB97M-V/def2-TZVPD.

Calculated values
structure (SMILES)	O=CNC(=O)C=O
LUMO level	-0.533	eV
gap between HOMO and LUMO	9.857	eV

Structure (ORCA input):
```
! wB97M-V def2-TZVPD RIJCOSX def2/J DEFGRID3
* xyz 0 1
N -0.41 -0.55 -0.58
C 0.36 0.18 0.25
O -0.19 0.63 1.25
C -1.76 -0.40 0.06
O -2.27 -1.24 0.74
C 1.83 0.49 0.00
O 2.41 1.19 0.79
H -0.13 -0.94 -1.48
H -2.18 0.59 -0.15
H 2.34 0.05 -0.88
*
```


<y>
This record from the Open Molecules 2025 dataset describes the molecule C3H3NO3. The level of theory is wB97M-V/def2-TZVPD.

Calculated values
structure (SMILES)	[H]/N=C(/C=O)OC=O
LUMO level	-0.054	eV
gap between HOMO and LUMO	10.592	eV

Structure (ORCA input):
```
! wB97M-V def2-TZVPD RIJCOSX def2/J DEFGRID3
* xyz 0 1
N -1.14 1.19 -0.72
C -0.34 0.35 -0.21
O 1.02 0.58 -0.26
C 1.91 -0.31 0.28
O 3.08 -0.11 0.23
C -1.46 -0.74 0.33
O -1.44 -1.78 0.92
H -0.80 2.02 -1.17
H 1.40 -1.17 0.72
H -2.23 -0.04 -0.11
*
```


<z>
This record from the Open Molecules 2025 dataset describes the molecule C3H3NO3. The level of theory is wB97M-V/def2-TZVPD.

Calculated values
structure (SMILES)	O=CN(C=O)C=O
LUMO level	0.409	eV
gap between HOMO and LUMO	10.864	eV

Structure (ORCA input):
```
! wB97M-V def2-TZVPD RIJCOSX def2/J DEFGRID3
* xyz 0 1
C 1.12 -1.04 -0.03
C -0.13 1.26 -0.04
C -1.41 -0.79 0.02
H 0.82 -2.16 -0.06
H -1.28 1.58 -0.26
H -1.55 -1.93 0.06
N -0.11 -0.23 0.26
O 2.26 -0.77 -0.09
O 0.87 1.86 0.02
O -2.46 -0.15 -0.09
*
```


Of them, <z> has the highest stability.